87
Properties=species:S:1:pos:R:3:mulliken_charge:R:1 method="wB97M-V/def2-TZVPD" lumo_ev="0.323 / -1.211" total_energy_ha=-2451.58787 multiplicity=5 e_above_lowest_kcal_mol=0.0
Ru 0.519 -0.893 -0.714 1.13
O 0.094 -1.921 0.840 -0.51
C -0.744 -1.629 1.930 2.07
C -2.117 -1.201 1.379 -1.40
C -2.192 0.125 0.670 0.59
C -3.224 0.994 0.997 -0.82
C -3.399 2.156 0.271 -1.29
C -2.555 2.401 -0.795 -0.89
C -1.536 1.506 -1.082 -0.28
C -0.693 1.728 -2.306 -2.26
C 0.811 1.850 -2.004 2.70
O 1.308 0.590 -1.659 0.01
C 1.623 2.284 -3.227 -1.02
C 1.116 2.290 -4.518 -0.22
C 1.927 2.636 -5.594 -0.97
C 3.253 2.973 -5.389 -0.46
C 3.771 2.962 -4.098 -0.98
C 2.961 2.621 -3.029 -0.15
C 0.990 2.866 -0.878 -0.16
C 0.681 4.204 -1.120 -0.35
C 0.766 5.143 -0.107 -0.94
C 1.168 4.756 1.167 -0.70
C 1.490 3.431 1.408 -1.15
C 1.400 2.485 0.390 0.80
N -1.331 0.411 -0.324 2.70
C -0.966 -2.938 2.700 -0.34
C -0.995 -4.135 1.990 -0.37
C -1.252 -5.333 2.637 -0.83
C -1.483 -5.352 4.006 -0.59
C -1.448 -4.165 4.719 -0.85
C -1.187 -2.964 4.070 -0.34
C -0.111 -0.576 2.834 -0.25
C -0.874 0.286 3.617 -0.04
C -0.265 1.178 4.489 -0.81
C 1.118 1.221 4.587 -0.65
C 1.885 0.375 3.799 -0.77
C 1.275 -0.520 2.932 -0.45
H -2.856 -1.204 2.180 0.55
H -2.415 -1.981 0.674 -0.51
H -3.891 0.738 1.809 0.56
H -4.193 2.848 0.518 0.45
H -2.675 3.280 -1.413 0.55
H -1.043 2.638 -2.792 0.67
H -0.835 0.882 -2.985 0.59
H 0.087 2.013 -4.706 0.42
H 1.516 2.636 -6.596 0.41
H 3.882 3.243 -6.227 0.41
H 4.807 3.228 -3.927 0.42
H 3.361 2.619 -2.022 0.50
H 0.391 4.515 -2.118 0.38
H 0.527 6.178 -0.312 0.45
H 1.236 5.488 1.962 0.40
H 1.808 3.117 2.391 0.51
H 1.670 1.454 0.592 0.18
H -0.801 -4.117 0.927 0.46
H -1.266 -6.257 2.072 0.43
H -1.680 -6.288 4.513 0.39
H -1.614 -4.169 5.789 0.44
H -1.147 -2.047 4.644 0.36
H -1.954 0.258 3.570 0.42
H -0.875 1.838 5.094 0.45
H 1.593 1.916 5.267 0.41
H 2.966 0.407 3.854 0.39
H 1.877 -1.171 2.316 0.56
N 4.989 0.433 -0.835 -0.36
C 3.895 -0.296 -0.503 0.48
O 3.357 -0.181 0.586 -0.53
C 3.400 -1.252 -1.563 -0.77
C 2.195 -2.058 -1.117 -1.22
H 5.313 1.132 -0.190 0.27
H 5.376 0.404 -1.761 0.20
H 4.227 -1.915 -1.844 0.61
H 3.149 -0.661 -2.447 0.17
H 2.374 -2.598 -0.186 0.50
H 1.910 -2.764 -1.895 0.53
S -0.695 -1.876 -2.763 -0.36
C -2.211 -2.419 -2.032 0.30
C -2.328 -3.710 -1.510 -0.47
C -3.516 -4.144 -0.941 -0.43
C -4.616 -3.298 -0.889 -0.57
C -4.520 -2.021 -1.426 -0.62
C -3.331 -1.587 -1.995 -0.25
H -1.470 -4.368 -1.559 0.44
H -3.580 -5.143 -0.529 0.40
H -5.543 -3.634 -0.443 0.39
H -5.376 -1.358 -1.403 0.43
H -3.263 -0.592 -2.419 0.47


100
Properties=species:S:1:pos:R:3:mulliken_charge:R:1 method="wB97M-V/def2-TZVPD" lumo_ev=-0.541 total_energy_ha=-3128.20576 multiplicity=1 e_above_lowest_kcal_mol=22.8
O -2.702 -3.601 2.153 -0.59
C -1.587 -4.087 2.173 0.05
O -1.345 -5.219 2.837 -0.48
H -2.157 -5.539 3.260 0.37
C -0.410 -3.525 1.494 0.30
C -0.517 -2.323 0.839 -1.07
C 0.588 -1.771 0.155 0.88
C 0.455 -0.575 -0.566 0.52
C 1.545 -0.033 -1.256 0.56
C 1.383 1.106 -2.087 -1.44
C 2.447 1.670 -2.714 -1.14
C 3.748 1.186 -2.485 -0.52
C 3.943 0.092 -1.693 1.25
C 2.838 -0.624 -1.121 -0.24
C 2.967 -1.844 -0.430 1.33
C 1.851 -2.448 0.188 -0.66
C 1.924 -3.704 0.881 0.62
C 0.814 -4.218 1.507 -1.17
H 0.902 -5.164 2.014 0.52
O 3.048 -4.437 0.954 -0.72
H 3.770 -3.973 0.498 0.35
O 4.157 -2.499 -0.351 -0.88
H 4.859 -2.001 -0.806 0.46
O 5.191 -0.362 -1.322 -0.25
C 6.364 0.261 -1.765 -0.36
O 6.483 1.603 -1.408 -0.43
C 6.549 1.899 -0.012 0.33
C 5.205 1.754 0.716 -0.55
O 5.296 2.460 1.923 -0.61
H 4.397 2.522 2.288 0.54
H 4.419 2.171 0.071 0.40
H 4.971 0.698 0.907 -0.05
C 7.675 1.114 0.665 -0.51
O 8.949 1.581 0.269 -0.66
H 8.897 1.878 -0.647 0.44
C 7.577 -0.389 0.341 0.11
O 8.681 -1.086 0.858 -0.64
H 9.434 -0.478 0.841 0.44
C 7.508 -0.589 -1.185 -0.49
O 7.273 -1.934 -1.504 -0.58
H 7.817 -2.465 -0.905 0.43
H 8.456 -0.250 -1.636 0.35
H 6.683 -0.827 0.796 0.20
H 7.614 1.263 1.748 0.59
H 6.808 2.964 0.017 0.54
H 6.405 0.252 -2.865 0.60
H 4.589 1.712 -2.906 0.38
H 2.317 2.523 -3.363 0.44
H 0.391 1.508 -2.216 0.52
C -0.814 0.186 -0.525 0.48
C -1.938 -0.238 -1.238 0.31
C -1.876 -1.401 -2.048 -1.17
C -2.973 -1.841 -2.717 -1.06
C -4.200 -1.169 -2.591 -0.56
C -4.302 -0.037 -1.832 1.29
C -3.157 0.507 -1.160 0.22
C -3.171 1.714 -0.434 1.11
C -2.039 2.152 0.286 -0.23
C -0.852 1.354 0.253 0.80
C 0.274 1.760 1.000 -1.46
C 0.262 2.924 1.725 0.19
C -0.891 3.728 1.754 -1.31
C -2.020 3.360 1.064 0.53
O -3.084 4.178 1.166 -0.75
H -3.809 3.834 0.617 0.35
H -0.907 4.642 2.323 0.52
C 1.483 3.307 2.452 0.26
O 2.521 2.676 2.429 -0.68
O 1.374 4.439 3.153 -0.45
H 2.210 4.640 3.601 0.36
H 1.163 1.151 1.005 0.77
O -4.268 2.516 -0.417 -0.96
H -5.019 2.076 -0.858 0.40
O -5.514 0.614 -1.657 -0.59
C -6.702 -0.161 -1.718 -0.15
O -6.580 -1.381 -1.071 -0.43
C -6.679 -1.371 0.353 0.17
C -6.500 0.035 0.945 0.12
O -6.671 0.026 2.340 -0.71
H -5.935 -0.479 2.710 0.47
C -7.515 1.024 0.355 -0.28
O -6.996 2.337 0.367 -0.65
H -6.749 2.548 1.274 0.40
H -8.427 0.979 0.965 0.43
C -7.852 0.673 -1.112 -0.46
O -8.144 1.801 -1.874 -0.65
H -7.641 2.540 -1.502 0.41
H -8.734 0.022 -1.142 0.57
H -5.485 0.375 0.706 0.45
C -5.615 -2.335 0.917 -1.04
O -4.483 -1.615 1.343 -0.55
H -3.804 -2.258 1.614 0.45
H -6.047 -2.896 1.757 0.39
H -5.357 -3.042 0.120 0.40
H -7.679 -1.741 0.622 0.32
H -6.937 -0.388 -2.768 0.56
H -5.069 -1.572 -3.084 0.34
H -2.925 -2.723 -3.338 0.47
H -0.938 -1.928 -2.116 0.56
H -1.457 -1.796 0.836 0.59


92
Properties=species:S:1:pos:R:3:mulliken_charge:R:1 method="wB97M-V/def2-TZVPD" total_charge=+1 lumo_ev=-3.787 total_energy_ha=-4870.86968 multiplicity=1
Bi 2.031 2.680 -0.398 2.06
N 2.598 1.258 -4.056 0.18
P 1.450 0.713 -2.963 0.25
C 0.215 -0.028 -4.019 0.13
C -0.329 -1.329 -3.741 -0.12
C -1.293 -1.866 -4.583 -0.70
C -1.852 -1.058 -5.563 -0.35
C -1.326 0.205 -5.862 -0.65
C -0.292 0.706 -5.088 -0.32
C 2.191 -0.750 -2.228 0.05
C 2.112 -0.846 -0.837 1.00
C 2.827 -1.793 -0.123 -0.97
C 3.474 -2.766 -0.832 -0.40
C 3.528 -2.778 -2.230 -0.94
C 2.932 -1.752 -2.932 0.10
C 3.102 2.521 -3.976 0.53
C 3.707 3.041 -5.166 -0.97
C 4.020 4.391 -5.212 -0.30
C 3.825 5.142 -4.038 -0.90
C 3.375 4.525 -2.877 0.08
N 3.020 3.208 -2.821 -0.13
H 2.762 0.808 -4.952 0.29
H 0.057 -1.941 -2.915 -0.05
H -1.667 -2.898 -4.431 0.39
H -2.698 -1.442 -6.151 0.37
H -1.713 0.806 -6.695 0.39
H 0.100 1.710 -5.284 0.35
H 1.457 -0.196 -0.275 -0.29
H 2.794 -1.701 0.959 0.40
H 4.077 -3.497 -0.300 0.44
H 4.101 -3.514 -2.780 0.45
H 3.040 -1.630 -3.997 0.42
H 3.757 2.438 -6.047 0.39
H 4.327 4.837 -6.154 0.43
H 4.123 6.176 -3.961 0.41
H 3.369 5.082 -1.953 0.36
C 1.746 4.941 4.716 -1.11
C 1.741 3.411 4.557 -0.03
C 2.183 2.938 3.236 0.30
N 2.542 2.625 2.184 -0.75
H 1.019 5.298 5.462 0.34
H 1.433 5.394 3.762 0.24
H 2.695 5.379 4.994 0.34
H 0.691 3.085 4.695 0.20
H 2.393 2.918 5.311 0.34
F 0.847 5.633 -1.012 -0.26
C 1.575 4.942 -0.043 0.13
F 2.655 5.783 0.138 -0.28
F 0.833 5.087 1.129 -0.19
O -0.863 2.298 2.103 -0.52
C -0.944 2.069 0.908 0.46
O -0.079 2.474 -0.016 -0.58
C -2.171 1.328 0.290 -0.85
C -1.866 -0.146 0.016 -0.10
Ge -2.015 -1.466 1.570 1.92
C -3.764 -1.483 2.361 0.00
C -4.031 -0.934 3.638 -0.41
C -5.350 -0.773 4.104 -0.68
C -6.429 -1.172 3.322 -0.40
C -6.195 -1.792 2.080 -0.81
C -4.872 -1.937 1.637 -0.36
C -0.706 -1.412 3.017 -0.24
C 0.573 -0.790 2.894 0.34
C 1.549 -0.937 3.866 -0.73
C 1.253 -1.632 5.035 -0.55
C 0.022 -2.251 5.203 -0.78
C -0.955 -2.125 4.206 -0.25
C -1.893 -3.302 0.790 -0.13
C -1.106 -3.580 -0.354 0.09
C -0.950 -4.889 -0.816 -0.59
C -1.580 -5.922 -0.103 -0.45
C -2.414 -5.667 0.972 -0.78
C -2.515 -4.365 1.452 -0.21
H -2.466 1.835 -0.651 0.46
H -3.018 1.419 1.005 0.30
H -0.898 -0.315 -0.464 -0.34
H -2.590 -0.561 -0.704 0.50
H -3.214 -0.626 4.296 0.38
H -5.502 -0.306 5.092 0.36
H -7.444 -0.996 3.662 0.38
H -7.035 -2.133 1.492 0.42
H -4.749 -2.443 0.687 0.37
H 0.824 -0.210 2.023 0.19
H 2.568 -0.586 3.664 0.46
H 2.028 -1.705 5.814 0.36
H -0.238 -2.817 6.109 0.40
H -1.922 -2.609 4.388 0.35
H -0.707 -2.737 -0.929 -0.04
H -0.338 -5.103 -1.697 0.43
H -1.467 -6.946 -0.463 0.34
H -3.007 -6.462 1.468 0.37
H -3.076 -4.190 2.388 0.23


99
Properties=species:S:1:pos:R:3:mulliken_charge:R:1 method="wB97M-V/def2-TZVPD" total_charge=+1 lumo_ev="-3.228 / -3.228" total_energy_ha=-7259.02640 multiplicity=8 e_above_lowest_kcal_mol=28.8
Gd 2.147 -1.031 -0.296 0.14
C -1.384 5.669 0.762 -0.94
C -1.313 4.814 2.062 -1.21
N -1.682 3.377 1.870 0.07
C -0.696 2.438 1.683 0.07
C -0.972 1.099 1.427 -0.78
C 0.095 0.306 0.880 0.83
O 1.295 0.767 0.927 -0.79
O -0.058 -0.864 0.382 -0.26
C -2.366 0.592 1.568 0.62
O -2.814 -0.531 1.716 -0.67
C -3.348 1.675 1.626 0.40
C -4.705 1.346 1.764 -1.45
C -5.682 2.270 1.715 1.12
F -6.922 1.812 1.511 -0.34
C -5.422 3.675 1.709 -1.33
C -4.060 4.028 1.661 -0.50
C -3.037 3.056 1.676 1.06
N -6.511 4.555 1.678 0.21
C -7.425 4.484 2.760 -0.65
C -8.868 5.016 2.289 -0.66
N -9.103 4.427 0.962 -0.06
C -8.230 4.925 -0.113 -0.80
C -6.772 5.261 0.416 -0.47
H -0.752 6.520 0.907 0.40
H -2.426 6.037 0.553 0.28
H -1.030 5.008 -0.003 0.31
H -2.036 5.219 2.840 0.49
H -0.367 4.829 2.471 0.62
H 0.346 2.736 1.644 0.59
H -5.003 0.285 1.803 0.50
H -3.796 5.079 1.719 0.33
H -7.050 5.198 3.553 0.31
H -7.470 3.495 3.143 0.48
H -8.916 6.134 2.273 0.34
H -9.589 4.652 3.021 0.40
H -10.070 4.416 0.661 0.38
H -8.957 3.426 1.060 0.33
H -8.581 5.915 -0.583 0.33
H -8.189 4.146 -0.854 0.43
H -6.646 6.351 0.587 0.43
H -6.067 4.897 -0.311 0.32
S 3.621 1.384 -1.165 -0.41
P 4.924 -0.087 -1.578 0.99
S 3.921 -1.605 -2.398 -0.49
C 5.629 -0.433 0.068 0.50
C 5.900 -1.728 0.417 0.04
C 6.639 -2.036 1.563 -0.67
C 6.872 -1.048 2.503 -0.42
C 6.376 0.225 2.261 -0.62
C 5.876 0.608 1.021 -0.59
C 6.381 0.471 -2.508 0.83
C 7.131 -0.384 -3.333 -0.52
C 8.470 -0.080 -3.642 -0.34
C 8.975 1.150 -3.258 -0.55
C 8.082 2.079 -2.712 -0.49
C 6.823 1.750 -2.236 -0.58
H 5.538 -2.575 -0.238 0.24
H 6.993 -3.040 1.659 0.44
H 7.313 -1.260 3.480 0.37
H 6.495 0.892 3.125 0.36
H 5.633 1.627 0.681 0.22
H 6.652 -1.340 -3.645 0.30
H 9.064 -0.825 -4.269 0.30
H 10.049 1.370 -3.276 0.38
H 8.319 3.127 -2.619 0.37
H 6.261 2.465 -1.607 0.25
C -1.444 -2.420 -1.324 -1.65
P 0.170 -2.482 -2.280 1.01
C -0.407 -2.099 -3.981 -1.29
C 0.316 -4.326 -2.462 0.62
C 0.849 -4.913 -3.620 -0.61
C 0.724 -6.300 -3.816 -0.56
C 0.120 -7.122 -2.859 -0.69
C -0.366 -6.521 -1.659 -0.54
C -0.327 -5.139 -1.521 -0.37
H -1.170 -2.671 -0.277 0.31
H -2.180 -3.121 -1.706 0.59
H -1.922 -1.424 -1.296 0.46
H -0.734 -2.950 -4.566 0.43
H 0.455 -1.628 -4.549 0.27
H -1.243 -1.420 -3.857 0.40
H 1.339 -4.302 -4.362 0.52
H 1.066 -6.769 -4.780 0.32
H -0.117 -8.143 -3.082 0.46
H -0.829 -7.127 -0.844 0.38
H -0.765 -4.613 -0.699 0.30
F 1.505 -7.895 0.752 -0.32
C 1.858 -6.642 1.165 0.39
C 2.372 -5.721 0.259 -0.30
F 2.819 -6.046 -0.964 -0.40
C 2.369 -4.363 0.596 0.18
F 2.568 -3.333 -0.374 0.47
C 1.995 -3.898 1.851 0.31
Se 2.332 -2.152 2.351 -0.19
C 1.571 -4.874 2.781 0.16
F 0.969 -4.510 3.951 -0.30
C 1.539 -6.204 2.441 0.14
F 1.064 -7.094 3.317 -0.29


102
Properties=species:S:1:pos:R:3:mulliken_charge:R:1 method="wB97M-V/def2-TZVPD" lumo_ev="-1.661 / -0.713" total_energy_ha=-8424.83977 multiplicity=7
Eu 0.142 0.744 0.960 1.00
C 2.571 5.673 1.315 -0.60
C 3.905 5.476 0.753 -0.43
C 4.071 4.671 -0.307 -0.71
C 3.027 3.715 -0.587 0.38
N 1.845 3.765 0.024 0.16
C 1.618 4.737 0.976 -0.21
N 3.309 2.760 -1.550 -0.49
C 3.079 1.497 -1.387 -0.65
N 2.406 0.970 -0.239 0.11
C 2.581 -0.363 -0.260 0.82
N 2.143 -1.181 0.679 -0.25
C 1.192 -2.139 0.536 0.34
C 1.306 -3.292 1.312 -1.20
C 0.182 -4.107 1.481 -0.10
C -0.890 -3.907 0.674 -1.14
C -0.878 -2.818 -0.195 -0.14
N 0.057 -1.925 -0.200 0.48
C 3.408 -0.780 -1.453 0.32
C 3.998 -2.011 -1.798 -0.34
C 5.006 -1.955 -2.748 -0.66
C 5.394 -0.777 -3.389 -0.68
C 4.713 0.409 -3.099 -0.54
C 3.686 0.349 -2.159 0.44
H 2.414 6.484 2.059 0.38
H 4.729 6.076 1.132 0.42
H 4.960 4.604 -0.917 0.45
H 0.660 4.775 1.503 0.29
H 2.199 -3.472 1.835 0.53
H 0.167 -4.938 2.189 0.70
H -1.762 -4.519 0.775 0.44
H -1.692 -2.714 -0.949 -0.03
H 3.672 -2.948 -1.371 0.51
H 5.528 -2.882 -2.986 0.40
H 6.241 -0.697 -4.036 0.45
H 4.937 1.356 -3.586 0.50
C 3.248 -0.201 4.358 -1.19
C 2.563 0.682 3.526 -0.34
N 1.228 0.337 3.371 -0.32
N 1.071 -0.831 4.113 0.78
C 2.263 -1.142 4.671 -0.17
B -0.349 -1.320 4.593 0.06
N -1.137 -1.583 3.301 0.66
C -2.384 -2.173 3.400 -0.12
C -3.332 -1.351 2.790 -1.43
C -2.592 -0.295 2.246 -0.49
N -1.270 -0.506 2.368 0.35
N -0.305 -2.603 5.443 0.36
C -0.201 -4.000 5.211 -0.01
C 0.133 -4.619 6.433 -0.90
C 0.215 -3.520 7.358 -0.26
N -0.045 -2.365 6.765 -1.00
H 4.303 -0.173 4.583 0.40
H 2.885 1.603 3.023 0.49
H 2.412 -1.969 5.342 0.38
H -0.880 -0.464 5.275 -0.15
H -2.652 -3.119 3.900 0.44
H -4.377 -1.559 2.773 0.47
H -2.874 0.641 1.832 0.47
H -0.496 -4.396 4.255 0.32
H 0.335 -5.666 6.544 0.42
H 0.404 -3.532 8.444 0.41
C -0.069 1.481 -2.806 0.39
C -0.936 2.507 -2.156 0.13
C -1.457 3.624 -2.849 -1.14
C -2.119 4.634 -2.198 -0.67
C -2.370 4.560 -0.839 1.04
C -2.978 5.586 -0.084 -0.07
Br -3.768 7.135 -0.792 -0.25
C -3.087 5.536 1.293 -0.51
C -2.600 4.419 1.975 -0.45
Br -2.914 4.365 3.830 -0.17
C -1.831 3.386 1.268 0.33
O -1.149 2.501 1.885 -0.73
C -1.825 3.420 -0.170 0.04
N -1.124 2.440 -0.815 0.71
H -0.180 1.454 -3.897 0.61
H -0.261 0.497 -2.335 -0.81
H 0.979 1.785 -2.614 -0.06
H -1.239 3.759 -3.926 0.40
H -2.534 5.544 -2.697 0.26
H -3.607 6.311 1.847 0.40
C -1.832 -3.222 -5.459 -1.16
N -1.473 -2.205 -4.468 0.28
C -0.084 -1.668 -4.493 -0.56
C -2.317 -1.759 -3.499 0.61
O -1.938 -1.221 -2.438 -0.68
N -3.665 -1.926 -3.746 0.18
C -4.531 -1.930 -2.565 -0.94
C -4.323 -1.690 -4.999 -1.15
H -0.985 -3.942 -5.496 0.37
H -2.060 -2.929 -6.485 0.32
H -2.721 -3.782 -5.073 0.37
H 0.568 -2.495 -4.732 0.36
H 0.103 -1.207 -3.532 -0.23
H 0.062 -0.945 -5.261 0.31
H -3.886 -1.595 -1.717 0.24
H -4.966 -2.927 -2.382 0.29
H -5.422 -1.240 -2.602 0.32
H -3.580 -1.513 -5.772 0.39
H -4.944 -0.769 -4.899 0.36
H -5.028 -2.492 -5.205 0.29


Maximum force in eV/Å, matching the order above: 0.5 1.0 3.7 3.4 3.4